# 1
ORCA calculation (wB97M-V/def2-TZVPD) on C33H39ClIN6OPSeY as an isolated structure.

Its spin multiplicity is 1. As for the net charge: +3. As for the gap between HOMO and LUMO: 6.713 eV. As for the HOMO energy: -15.45 eV.

Element x y z (Å)
Y1 -0.4856 -0.2504 0.9598
C1 -0.2755 2.7047 3.3043
C2 -1.2223 2.0548 2.3604
C3 -1.2037 2.3927 0.9640
C4 -0.1613 3.3200 0.4531
C5 -2.1309 1.8028 0.1146
C6 -2.3495 2.2157 -1.3212
C7 -3.1252 0.9352 0.6116
C8 -4.2925 0.5324 -0.2459
C9 -3.0509 0.4460 1.9353
C10 -4.0155 -0.5826 2.4925
C11 -2.0742 1.0313 2.8322
C12 -2.0461 0.5338 4.2517
H1 -0.8334 3.3842 3.9301
H2 0.5449 3.2674 2.8662
H3 0.1437 1.9662 3.9701
H4 -0.4500 4.3657 0.6715
H5 -0.0011 3.2447 -0.6581
H6 0.8155 3.2381 0.9106
H7 -3.2063 2.8812 -1.4240
H8 -2.6187 1.3581 -1.9758
H9 -1.5210 2.7408 -1.8101
H10 -3.9737 -0.2610 -0.9543
H11 -4.7594 1.3538 -0.8006
H12 -5.1170 0.1177 0.3152
H13 -4.6121 -0.1785 3.2834
H14 -3.5188 -1.4598 2.8873
H15 -4.7421 -0.9534 1.7734
H16 -2.9720 0.8776 4.7608
H17 -1.2085 0.9376 4.7540
H18 -2.0540 -0.5562 4.2333
Cl1 -1.2494 -6.7935 -1.7638
C13 -1.4342 -5.1000 -1.3812
C14 -2.2183 -4.3453 -2.1612
C15 -2.2365 -2.9218 -2.0056
I1 -3.5254 -1.8985 -3.4053
C16 -1.4770 -2.3118 -1.0081
O1 -1.5665 -1.0103 -0.6913
C17 -0.5817 -3.1635 -0.2726
N1 0.2973 -2.5277 0.5749
C18 1.2699 -3.2583 1.1419
C19 1.3802 -4.6497 1.0242
C20 0.4333 -5.2961 0.2418
C21 -0.5761 -4.5454 -0.4301
H19 -2.8015 -4.8034 -2.9917
H20 1.9989 -2.6934 1.7182
H21 2.1827 -5.1629 1.4973
H22 0.4712 -6.3657 0.0375
Se1 0.7433 -1.7825 4.3142
N2 0.9914 -0.6010 2.9912
C22 1.9285 0.2599 3.4023
C23 2.5439 1.2589 2.6455
C24 3.3888 2.0927 3.3071
C25 3.7187 1.9772 4.6988
C26 3.2548 0.9351 5.4306
C27 2.3769 0.0556 4.7861
N3 1.8614 -1.0093 5.4130
H23 2.3762 1.3410 1.5583
H24 3.8702 2.8393 2.6869
H25 4.4954 2.6328 5.0747
H26 3.5577 0.7291 6.4416
C28 1.3625 1.7659 -4.8486
N4 0.5718 0.5191 -4.5275
C29 1.4475 -0.7121 -4.8527
N5 2.6683 -0.6719 -4.1604
C30 3.4127 0.5480 -4.4467
N6 2.6193 1.7694 -4.1684
C31 2.4918 1.9823 -2.7189
P1 1.5637 0.5694 -1.9188
C32 0.1637 0.5197 -3.1012
C33 2.5017 -0.8418 -2.7146
H27 0.7511 2.6432 -4.5347
H28 1.4822 1.7810 -5.9529
H29 -0.2634 0.4392 -5.1056
H30 1.5591 -0.6389 -5.9398
H31 0.8074 -1.5361 -4.5918
H32 3.6661 0.5912 -5.5139
H33 4.3003 0.6063 -3.8255
H34 1.9948 2.9365 -2.5000
H35 3.4774 2.0152 -2.2924
H36 -0.4723 1.3959 -2.9485
H37 -0.4319 -0.3919 -2.8773
H38 1.8986 -1.7151 -2.5039
H39 3.4705 -0.9168 -2.2765



# 2
ORCA calculation (wB97M-V/def2-TZVPD) on C33H39FN4P2Pb as an isolated structure.

Its spin multiplicity is 1. As for the net charge: +2. As for the gap between HOMO and LUMO (spin up / spin down): 4.611 / 3.062 eV. As for the HOMO energy (spin up / spin down): -12.12 / -12.12 eV.

Element x y z (Å)
Pb1 -0.0969 0.4861 -0.4937
C1 1.2802 -2.0691 -0.1480
C2 0.6257 -1.9650 -1.3403
C3 -0.6878 -2.5795 -1.6885
C4 -2.0332 -1.8336 -1.3899
C5 -2.1652 -1.1114 -0.0898
C6 -1.5777 -1.5146 1.0799
C7 -0.8038 -2.7515 1.2704
C8 0.7455 -2.7656 1.0342
C9 -0.9961 2.0055 0.8482
H1 2.3005 -1.6706 -0.0223
H2 1.0930 -1.4078 -2.1737
H3 -0.7650 -3.5868 -1.2682
H4 -0.6708 -2.7233 -2.7838
H5 -2.2067 -1.1186 -2.2055
H6 -2.8483 -2.5647 -1.5262
H7 -2.8239 -0.2226 -0.1096
H8 -1.6732 -0.8888 1.9808
H9 -1.2320 -3.5830 0.7054
H10 -0.9346 -3.0373 2.3281
H11 1.2259 -2.3949 1.9489
H12 1.0567 -3.8270 1.0206
H13 -0.1841 2.5092 1.3739
H14 -1.8005 1.6344 1.4753
H15 -1.3486 2.5848 -0.0199
P1 -6.3508 -4.4002 -4.1392
P2 -3.7698 -5.0155 -5.5570
N1 -7.0307 -4.8135 -2.5622
N2 -7.9280 -3.9716 -4.8957
N3 -2.8362 -6.2222 -4.6302
N4 -2.8546 -5.2263 -7.0617
C10 -6.1955 -6.1294 -4.8034
C11 -5.2059 -6.1056 -5.9834
C12 -6.3249 -4.4817 -1.3967
C13 -6.8738 -5.1721 -0.3255
C14 -7.9589 -5.9445 -0.8382
C15 -8.0323 -5.7123 -2.1967
C16 -8.2220 -2.6473 -5.2374
C17 -9.4504 -2.5965 -5.8833
C18 -9.9196 -3.9381 -5.9828
C19 -8.9673 -4.7501 -5.3895
C20 -1.9984 -5.8313 -3.5819
C21 -1.4624 -6.9604 -2.9734
C22 -2.0223 -8.0886 -3.6350
C23 -2.8685 -7.6114 -4.6202
C24 -2.3657 -6.3644 -7.7101
C25 -2.0428 -6.0393 -9.0142
C26 -2.3509 -4.6566 -9.2029
C27 -2.8414 -4.1804 -7.9961
H16 -7.1510 -6.5730 -5.1085
H17 -5.8192 -6.7274 -3.9545
H18 -4.9321 -7.1229 -6.2906
H19 -5.6468 -5.6051 -6.8659
H20 -5.5006 -3.8079 -1.4684
H21 -6.5222 -5.1453 0.6778
H22 -8.5778 -6.6111 -0.2590
H23 -8.7050 -6.1119 -2.9385
H24 -7.5164 -1.8795 -4.9948
H25 -9.9545 -1.7190 -6.2179
H26 -10.8503 -4.2574 -6.4168
H27 -8.9390 -5.8220 -5.3038
H28 -1.8742 -4.7886 -3.3769
H29 -0.7487 -6.9700 -2.1824
H30 -1.8023 -9.1209 -3.4227
H31 -3.5050 -8.1493 -5.3037
H32 -2.2842 -7.3038 -7.1932
H33 -1.6583 -6.6983 -9.7722
H34 -2.2536 -4.0912 -10.0966
H35 -3.2039 -3.2235 -7.6999
F1 5.6108 3.0002 0.7375
C28 4.4088 2.3416 0.5702
C29 4.0202 1.4415 1.5669
C30 2.7890 0.7602 1.3665
C31 2.0981 1.0348 0.2003
C32 2.4863 1.9393 -0.7718
C33 3.6984 2.6452 -0.6080
H36 4.6562 1.2590 2.4687
H37 2.3983 0.0510 2.1107
H38 1.8446 2.1274 -1.6513
H39 4.0664 3.3771 -1.3597



# 3
ORCA calculation (wB97M-V/def2-TZVPD) on C33H39GeLuN2OS2Se as an isolated structure.

Its spin multiplicity is 1. As for the net charge: +2. As for the gap between HOMO and LUMO: 6.731 eV. As for the HOMO energy: -13.46 eV.

Element x y z (Å)
Lu1 1.2570 1.7024 -1.0021
S1 -0.1026 5.9398 0.5862
C1 1.5977 6.0597 0.4724
C2 2.3398 7.2779 0.5002
C3 3.7200 7.2585 0.3235
C4 4.4066 6.0203 0.2441
C5 3.6833 4.8309 0.0610
C6 2.2405 4.8307 0.1115
N1 1.3167 3.8059 -0.1494
C7 0.0429 4.2941 0.0737
C8 -1.1332 3.4851 -0.2050
C9 -2.4149 3.9657 0.2003
C10 -3.5384 3.1824 -0.0011
C11 -3.4266 2.0354 -0.8271
C12 -2.2317 1.6497 -1.2990
C13 -1.0468 2.3067 -0.9257
H1 1.7883 8.1937 0.6154
H2 4.3073 8.1717 0.3464
H3 5.4685 5.9967 0.2519
H4 4.2357 3.8837 -0.0101
H5 -2.4867 4.9490 0.6657
H6 -4.5038 3.4912 0.4132
H7 -4.3075 1.4524 -1.0507
H8 -2.2141 0.8032 -2.0083
Se1 -0.3119 -0.4724 0.5161
C14 0.6993 -2.1006 0.1045
C15 0.8605 -2.5156 -1.2262
C16 1.3436 -3.8147 -1.4251
N2 1.8625 -4.5687 -0.4559
C17 1.9103 -4.0744 0.7751
C18 1.3687 -2.8259 1.1054
H9 0.5551 -1.9095 -2.0278
H10 1.3169 -4.2747 -2.4014
H11 2.4334 -4.6885 1.5115
H12 1.3728 -2.3714 2.0962
C19 -4.4299 -6.2425 -0.9008
C20 -3.3172 -5.9608 0.0895
C21 -3.2124 -4.4831 0.6285
C22 -2.7569 -3.4669 -0.4239
Ge1 -2.4660 -1.5716 -0.2429
C23 -3.7058 -0.8893 1.0692
C24 -5.1657 -0.9170 0.7361
C25 -5.5314 -1.4000 -0.6594
C26 -7.0417 -1.3086 -0.9182
H13 -4.4648 -7.3332 -1.2178
H14 -4.3209 -5.6205 -1.8270
H15 -5.3976 -6.0083 -0.4995
H16 -2.3074 -6.2346 -0.3251
H17 -3.4628 -6.5832 0.9690
H18 -2.5216 -4.5470 1.4610
H19 -4.1295 -4.1598 1.0505
H20 -3.4854 -3.4665 -1.2090
H21 -1.8062 -3.8055 -0.9472
H22 -2.6136 -1.1388 -1.7301
H23 -3.3463 0.1283 1.4649
H24 -3.5804 -1.5836 1.9154
H25 -5.5652 0.1093 0.8824
H26 -5.7534 -1.5813 1.4202
H27 -5.2316 -2.4107 -0.8640
H28 -4.9803 -0.7441 -1.3730
H29 -7.5895 -2.0655 -0.3903
H30 -7.3182 -1.3673 -1.9794
H31 -7.3625 -0.3568 -0.4771
C27 4.1289 -0.7268 1.6481
S2 3.9039 1.0170 1.3129
O1 2.7831 0.9701 0.1593
C28 5.4864 1.3041 0.5075
C29 5.8950 0.3793 -0.4202
C30 7.1754 0.5259 -0.9431
C31 8.0237 1.5347 -0.5038
C32 7.6905 2.3899 0.5273
C33 6.3632 2.2833 1.0130
H32 4.1513 -1.3220 0.6966
H33 3.2914 -1.0462 2.2913
H34 5.0908 -0.8179 2.1620
H35 5.2811 -0.4891 -0.6598
H36 7.6546 -0.2763 -1.5487
H37 9.0371 1.5250 -0.8817
H38 8.4340 2.9602 1.0703
H39 6.0650 2.8272 1.9077



# 4
ORCA calculation (wB97M-V/def2-TZVPD) on C33H39GeMnN7O5 as an isolated structure.

Its spin multiplicity is 2. As for the net charge: -2. As for the gap between HOMO and LUMO (spin up / spin down): 4.233 / 5.695 eV. As for the HOMO energy (spin up / spin down): -0.37 / -1.83 eV.

Element x y z (Å)
Mn1 0.3360 0.3374 0.9192
O1 6.6402 -0.1352 -0.1189
C1 6.0617 -0.1350 -1.3006
O2 6.6943 -0.1530 -2.3409
C2 4.5760 -0.1169 -1.3121
C3 3.8385 -0.0695 -2.4750
N1 2.5448 -0.0734 -2.1086
N2 2.3842 -0.1292 -0.7829
C4 3.6030 -0.1513 -0.2785
C5 3.7471 -0.1744 1.2214
O3 4.9292 -0.1602 1.6711
O4 2.6940 -0.2024 1.8687
H1 5.9283 -0.1554 0.6363
H2 4.1586 -0.0309 -3.5011
H3 1.7211 -0.0598 -2.6908
N3 0.7375 0.8107 3.1028
C6 -0.3961 1.3216 3.7566
C7 -0.3944 1.8784 5.0074
C8 -1.5898 2.3462 5.6006
C9 -2.7808 2.2187 4.9488
C10 -2.8192 1.6576 3.6469
C11 -4.0250 1.4716 2.9247
C12 -3.9797 0.9106 1.6869
C13 -2.7179 0.5857 1.1230
N4 -1.5779 0.7845 1.7460
C14 -1.6217 1.2616 3.0300
H4 0.9368 -0.1712 3.2616
H5 1.5836 1.3467 3.2419
H6 0.5410 1.9379 5.5515
H7 -1.5542 2.7802 6.5926
H8 -3.7085 2.5337 5.4124
H9 -4.9656 1.7635 3.3784
H10 -4.8742 0.7247 1.1085
H11 -2.6656 0.1514 0.1387
C15 -1.8291 1.3454 -2.6820
C16 -1.2175 1.3377 -1.4391
N5 -0.5578 0.2623 -0.9848
C17 -0.4993 -0.8180 -1.7549
C18 -1.0882 -0.9229 -3.0335
C19 -1.7622 0.2247 -3.4899
C20 -0.8800 -2.1273 -3.7936
C21 -1.5217 -2.6481 -4.9120
C22 -2.7593 -2.4037 -5.5365
C23 -3.0990 -3.0977 -6.7416
C24 -4.3196 -2.8987 -7.3035
N6 -5.2603 -2.0633 -6.7817
C25 -4.8551 -1.4611 -5.6646
N7 -3.7122 -1.5570 -5.0148
H12 -2.3396 2.2386 -3.0198
H13 -1.1959 2.2034 -0.7924
H14 0.0414 -1.6522 -1.3230
H15 -2.2208 0.2197 -4.4649
H16 -0.0359 -2.7144 -3.4416
H17 -0.9890 -3.4785 -5.3718
H18 -2.3854 -3.7731 -7.1993
H19 -4.5928 -3.4175 -8.2191
H20 -5.5818 -0.7836 -5.2166
C26 -0.3810 -3.3385 3.7374
Ge1 0.6323 -2.9806 2.0640
C27 2.5189 -3.1074 2.5838
C28 0.3128 -4.5731 0.9362
C29 -0.0804 -1.4075 1.2140
H21 -0.2198 -4.3551 4.1042
H22 -1.4480 -3.1959 3.5565
H23 -0.0770 -2.6399 4.5204
H24 2.7057 -4.0850 3.0368
H25 2.8004 -2.3229 3.2836
H26 3.1634 -2.9967 1.7118
H27 0.4120 -5.4981 1.5085
H28 1.0328 -4.5975 0.1165
H29 -0.6878 -4.5352 0.5023
H30 -1.0868 -1.7418 0.8777
C30 0.0672 4.4519 0.3710
C31 1.2254 3.4760 0.6589
C32 1.7442 3.7465 2.0872
C33 2.3676 3.7499 -0.3351
O5 0.8098 2.1865 0.5247
H31 0.3480 5.4989 0.5256
H32 -0.7733 4.2134 1.0290
H33 -0.2623 4.3290 -0.6635
H34 2.0828 4.7785 2.2278
H35 2.5820 3.0759 2.2942
H36 0.9445 3.5478 2.8059
H37 2.7221 4.7859 -0.2984
H38 2.0154 3.5328 -1.3462
H39 3.2047 3.0826 -0.1206



# 5
ORCA calculation (wB97M-V/def2-TZVPD) on C33H40BBrN2O2PdTe4 as an isolated structure.

Its spin multiplicity is 1. As for the gap between HOMO and LUMO (spin up / spin down): 4.476 / 4.460 eV. As for the HOMO energy (spin up / spin down): -7.41 / -7.40 eV.

Element x y z (Å)
Pd1 0.0216 0.0631 -0.1346
Te1 2.5477 0.4335 -0.6239
Te2 3.4104 -2.0896 -0.9996
Te3 1.7701 -3.5477 0.5877
Te4 -0.4929 -2.2079 1.0098
Br1 -0.7591 7.6973 0.5352
C1 0.2069 6.3116 1.4007
C2 0.8362 6.5748 2.6044
C3 1.5607 5.5594 3.2148
C4 1.6476 4.3081 2.6255
C5 0.9795 4.0497 1.4332
C6 0.2650 5.0629 0.8090
C7 1.0624 2.6629 0.8484
O1 0.1484 2.2406 0.0741
O2 2.0613 1.9908 1.2204
H1 0.7685 7.5575 3.0501
H2 2.0645 5.7508 4.1533
H3 2.2292 3.5176 3.0787
H4 -0.2226 4.8801 -0.1325
C8 -1.9433 4.3039 -2.0874
C9 -2.6942 3.1841 -2.7928
C10 -3.7697 3.7281 -3.7365
C11 -1.7404 2.2721 -3.5411
C12 -0.9184 2.8076 -4.5286
C13 -0.0435 2.0055 -5.2387
C14 -0.0478 0.6361 -5.0249
C15 -0.8817 0.0524 -4.0758
C16 -0.9749 -1.4709 -4.0655
C17 -2.4133 -1.9758 -4.2173
C18 -0.2892 -2.1477 -2.8728
C19 -1.6599 0.9041 -3.2804
N1 -2.3913 0.3760 -2.1682
B1 -1.9324 0.0909 -0.8396
N2 -3.1278 -0.1855 -0.0849
C20 -4.2271 0.0360 -0.9295
C21 -3.7938 0.3814 -2.1474
C22 -3.3539 -0.6899 1.2290
C23 -2.9765 0.0532 2.3482
C24 -3.3175 -0.4368 3.6078
C25 -4.0072 -1.6256 3.7652
C26 -4.3530 -2.3618 2.6451
C27 -4.0273 -1.9206 1.3674
C28 -4.4026 -2.8090 0.1847
C29 -3.7788 -4.2047 0.3090
C30 -5.9223 -2.9334 0.0461
C31 -2.3218 1.4193 2.2528
C32 -1.0512 1.5041 3.1123
C33 -3.3238 2.5064 2.6739
H5 -2.6146 4.8700 -1.4375
H6 -1.4875 5.0026 -2.7930
H7 -1.1626 3.8550 -1.4773
H8 -3.1959 2.6114 -2.0131
H9 -3.3225 4.3196 -4.5382
H10 -4.4662 4.3677 -3.1911
H11 -4.3379 2.9182 -4.1986
H12 -0.9572 3.8710 -4.7317
H13 0.6081 2.4378 -5.9873
H14 0.5845 -0.0034 -5.6301
H15 -0.4369 -1.7841 -4.9634
H16 -3.0010 -1.7823 -3.3214
H17 -2.4083 -3.0550 -4.3882
H18 -2.9101 -1.5005 -5.0656
H19 -0.9562 -2.1943 -2.0128
H20 0.6075 -1.5972 -2.5806
H21 0.0124 -3.1666 -3.1267
H22 -5.2401 -0.0497 -0.5741
H23 -4.3667 0.5984 -3.0342
H24 -3.0537 0.1396 4.4851
H25 -4.2796 -1.9718 4.7544
H26 -4.8883 -3.2962 2.7643
H27 -4.0138 -2.3655 -0.7312
H28 -4.1766 -4.7452 1.1703
H29 -2.6972 -4.1445 0.4208
H30 -3.9984 -4.7929 -0.5845
H31 -6.3510 -3.4335 0.9171
H32 -6.1775 -3.5190 -0.8390
H33 -6.4006 -1.9572 -0.0415
H34 -2.0585 1.6137 1.2131
H35 -1.1192 0.8693 3.9948
H36 -0.8915 2.5298 3.4514
H37 -0.1626 1.1956 2.5620
H38 -3.5434 2.4412 3.7419
H39 -4.2649 2.4083 2.1288
H40 -2.9079 3.4948 2.4709



| no. | F_max (eV/Å) | total energy (eV) |
| --- | --- | --- |
| 1 | 2.041 | -142121.8017 |
| 2 | 3.942 | -67335.6360 |
| 3 | 2.762 | -217019.8014 |
| 4 | 1.591 | -143357.9450 |
| 5 | 1.115 | -145320.2386 |